Here is C19H42NO2P3Sc as an isolated structure from OMol25. Energies are from the ωB97M-V functional and the def2-TZVPD basis.

Results
orbital gap (spin up / spin down)	4.93 / 5.95	eV
relative energy (zero: lowest compared OMol25 entry of this formula, charge and spin)	12.78	kcal/mol

```
! RIJCOSX wB97M-V def2-TZVPD def2/J DEFGRID3
* xyz 3 1
Sc 1.74621 0.82502 0.00308
P -0.20912 2.38815 0.93386
P -1.09776 -0.90705 0.47520
P -0.29890 0.78150 -2.40192
H 3.96623 -0.72381 0.38511
C 4.33241 0.26484 0.03141
C 4.14623 1.42661 0.68951
H 3.93370 1.47168 1.77858
C 0.34571 2.91316 2.57713
C -2.01021 2.40569 1.14129
C 0.12434 3.80578 -0.15521
C -0.71184 -2.68325 0.18690
C -1.34535 -0.92072 2.32833
C -2.91154 -0.95672 0.01527
C 0.10926 1.90632 -3.81729
C -2.11814 1.13351 -2.47949
C -0.09131 -0.85754 -3.22946
H 4.90082 0.25810 -0.90956
H 4.27371 2.41830 0.18463
H 1.44302 2.96175 2.63614
H -0.04829 2.22139 3.33599
H -0.09696 3.91050 2.68301
H -2.33945 1.61699 1.82617
H -2.51756 2.31650 0.17576
H -2.20277 3.38951 1.58413
H 1.21116 3.95574 -0.26984
H -0.34545 4.65871 0.35878
H -0.31437 3.64238 -1.15349
H -1.15073 -3.33342 0.96245
H 0.37834 -2.81136 0.18971
H -1.11951 -2.96612 -0.79545
H -2.12419 -1.67427 2.53227
H -1.69002 0.06339 2.69848
H -0.39935 -1.22615 2.81242
H -3.11107 -1.91967 -0.47989
H -3.19661 -0.13002 -0.65186
H -3.52471 -0.88415 0.92804
H -0.82599 2.25063 -4.28774
H 0.72833 1.43733 -4.60282
H 0.61382 2.77647 -3.38108
H -2.34953 1.48690 -3.48907
H -2.35550 1.94871 -1.78277
H -2.75568 0.26240 -2.30479
H 0.01081 -0.63772 -4.30343
H -0.96468 -1.50885 -3.04131
H 0.83554 -1.34367 -2.89056
C 2.94276 0.32546 -2.96753
C 3.23739 -1.02342 -3.25010
C 3.98372 -1.33820 -4.39403
C 4.62742 -0.34501 -5.17120
C 4.15937 0.98587 -4.96527
C 3.39866 1.33639 -3.86522
O 2.47517 0.65789 -1.78745
H 1.57507 -0.97075 -0.57830
H 2.84107 -1.79152 -2.59122
H 4.07400 -2.38933 -4.68479
H 5.42884 -0.60814 -5.90637
H 4.47087 1.79371 -5.63493
H 3.17784 2.39337 -3.61198
C 2.13444 -1.60967 3.59828
C 2.20643 -1.33914 2.14270
N 2.46984 -2.41973 1.37701
O 1.95858 -0.19826 1.65719
H 1.47416 -2.47116 3.80978
H 1.86631 -0.73043 4.20069
H 3.12895 -1.99117 3.85608
H 2.39709 -2.36746 0.34872
H 2.11319 -3.27801 1.87993
*
```

---

Here is C11H19F7N4O3STi as an isolated structure from OMol25. Energies are from the ωB97M-V functional and the def2-TZVPD basis.

Results
<S²>	0.761
orbital gap (spin up / spin down)	5.83 / 5.61	eV

```
! RIJCOSX wB97M-V def2-TZVPD def2/J DEFGRID3
* xyz 1 2
C -4.20052 0.53605 1.34713
O -3.94843 -0.76275 0.70337
C -2.47916 -1.06540 0.66844
C -2.08901 -1.01912 -0.95745
N -0.60326 -1.13954 -1.21759
C -0.29765 -0.37768 -2.50655
C 0.54572 0.99540 -2.12349
C 2.02639 0.61688 -1.46183
C 2.68990 1.93254 -0.70510
N 4.16102 1.99754 -1.11008
C 4.41075 3.24799 -1.96124
N 5.51826 4.04545 -1.68913
N 3.47438 3.59343 -3.13616
S -2.29089 -2.77758 1.41106
O -2.32363 -3.78032 0.19214
O -3.55652 -3.06134 2.25606
C -0.66357 -3.08805 2.28558
F 0.48725 -2.75852 1.37643
F -0.57737 -4.58457 2.47807
C -0.53891 -2.43752 3.78325
F -1.75439 -2.74977 4.62483
F 0.62306 -3.01059 4.54027
C -0.36631 -0.80968 3.83182
F 0.63623 -0.25024 2.89713
F -1.67349 -0.08409 3.72838
F 0.14379 -0.48988 5.21782
H -3.84731 1.46324 0.71822
H -5.38382 0.64140 1.43389
H -3.79966 0.53821 2.44704
H -1.82637 -0.23284 1.16874
H -2.73944 -1.84829 -1.51284
H -2.53700 0.01780 -1.33789
H -0.45747 -2.15573 -1.48068
H 0.42178 -1.00811 -3.20418
H -1.24538 -0.10434 -3.13629
H 0.74296 1.55890 -3.15209
H -0.06848 1.74035 -1.45078
H 1.90236 -0.30747 -0.72313
H 2.75979 0.33051 -2.32901
H 2.66197 1.75561 0.46648
H 2.12221 2.94403 -0.95106
H 4.69798 2.02801 -0.21590
H 6.07127 3.65840 -0.89139
H 2.71048 4.22802 -2.76812
H 3.03442 2.69806 -3.49460
Ti -2.57392 -0.66440 -4.05955
*
```

---

Here is C18H41N5NiOP as an isolated structure from OMol25. Energies are from the ωB97M-V functional and the def2-TZVPD basis.

Results
<S²>	2.008
orbital gap (spin up / spin down)	8.72 / 8.85	eV

```
! RIJCOSX wB97M-V def2-TZVPD def2/J DEFGRID3
* xyz 1 3
Ni -0.25040 0.07994 0.24340
C 5.28691 -0.05613 -0.12019
N 4.10077 -0.35111 0.67947
C 4.22095 -0.01128 2.08540
C 2.85993 -0.39758 0.10325
N 1.78369 0.02748 0.69899
N 2.80143 -0.95741 -1.13862
C 3.56567 -2.15104 -1.46478
C 1.74814 -0.61498 -2.07636
H 5.71862 0.89257 0.20549
H 5.02223 0.03421 -1.16906
H 6.04246 -0.83520 -0.00858
H 5.18245 -0.36896 2.44994
H 3.43937 -0.49944 2.66564
H 4.17249 1.07019 2.25664
H 2.00986 0.63432 1.47766
H 4.16700 -2.46046 -0.61455
H 4.22493 -1.98646 -2.31997
H 2.87763 -2.96189 -1.72279
H 1.21347 0.27199 -1.74070
H 1.04526 -1.44391 -2.20662
H 2.19054 -0.38606 -3.04865
C -4.29846 -1.66568 0.50619
C -4.12805 -0.20318 0.90585
P -2.63444 0.64722 0.26595
C -2.75467 2.28475 1.09201
C -4.13824 2.85602 1.40172
C -3.00350 0.88234 -1.51299
C -4.07035 1.90810 -1.89092
H -5.26428 -2.03758 0.84848
H -3.52765 -2.29406 0.95253
H -4.27019 -1.79976 -0.57731
H -4.08745 -0.11960 1.99487
H -4.99038 0.38221 0.57935
H -2.16939 2.95988 0.46821
H -2.19203 2.17514 2.02349
H -4.76954 2.93143 0.51839
H -4.02640 3.86133 1.80976
H -4.66994 2.26396 2.14616
H -3.27966 -0.10683 -1.89280
H -2.04978 1.14921 -1.96994
H -5.03855 1.68664 -1.43991
H -4.21065 1.91654 -2.97219
H -3.77281 2.91276 -1.59037
C 0.44586 3.86295 -1.39657
C 0.80557 2.77421 -0.40078
C 0.90163 3.33688 1.01253
O -0.16346 1.75561 -0.47288
H 1.23619 4.61388 -1.46024
H -0.47732 4.36488 -1.09547
H 0.29527 3.43329 -2.38757
H 1.79657 2.38007 -0.67907
H -0.02267 3.85592 1.27680
H 1.72681 4.04678 1.09956
H 1.05227 2.54063 1.74414
C 1.15596 -5.17253 1.08412
N 0.35788 -4.03848 0.62738
C -0.75550 -4.09608 -0.17918
C -1.13838 -2.80993 -0.38584
N -0.26979 -1.96785 0.27246
C 0.61994 -2.74430 0.86192
H 0.59421 -6.08504 0.90893
H 1.35424 -5.08089 2.14905
H 2.09613 -5.22344 0.53902
H -1.17417 -5.02961 -0.51175
H -1.96270 -2.43578 -0.96597
H 1.44845 -2.40081 1.45790
*
```

---

Here is a 2-piece molecular cluster, C14H26F4N3O2 overall from OMol25. Energies are from the ωB97M-V functional and the def2-TZVPD basis.

Results
orbital gap	6.88	eV

```
! RIJCOSX wB97M-V def2-TZVPD def2/J DEFGRID3
* xyz 1 1
C 1.36212 3.02571 1.06364
C 0.87161 1.53532 0.65900
C -0.26707 1.03957 1.67469
C -1.24552 0.06340 0.89889
C -1.82231 -1.07493 1.84535
C -2.96129 -1.96946 1.19705
C -4.33584 -1.11480 1.27307
F -2.76269 -2.21929 -0.20848
N -0.65862 -1.83068 2.40199
C 0.15429 -2.50520 1.35453
O 1.40028 -1.79116 1.11715
C 2.14559 -2.33425 0.06573
F 3.48526 -2.36038 0.50566
F 2.12928 -1.57741 -1.09396
F 1.81641 -3.63752 -0.28055
C 0.20486 -0.89878 3.12052
N 1.02533 -1.44463 4.07974
N 0.25318 0.51663 2.97833
H 1.53811 3.12715 2.18318
H 2.33566 3.24816 0.51300
H 0.59476 3.81339 0.76807
H 1.74710 0.82482 0.55348
H 0.34325 1.67581 -0.34956
H -0.88214 1.97699 1.92248
H -2.14950 0.67971 0.55094
H -0.79979 -0.35670 -0.06981
H -2.30296 -0.53736 2.73841
H -3.17262 -2.93255 1.77858
H -4.35704 -0.52043 0.29041
H -4.33135 -0.34663 2.10448
H -5.25427 -1.77391 1.25730
H -0.37503 -2.65058 0.36363
H 0.39805 -3.55268 1.75493
H 1.88082 -1.94952 3.81677
H 0.78800 -1.44462 5.07954
H 1.24996 0.80320 3.04184
C 1.28036 1.66633 -4.89130
C 0.66156 0.44305 -4.24806
C 0.85578 0.73193 -2.77223
O 0.81961 2.15670 -2.61940
C 0.89393 2.76354 -3.91844
H 0.92834 1.85458 -5.90621
H 2.36930 1.55928 -4.92088
H -0.40662 0.40038 -4.48333
H 1.11739 -0.49716 -4.56164
H 1.83280 0.38261 -2.42403
H 0.08043 0.27627 -2.14966
H -0.09383 3.17322 -4.15427
H 1.61506 3.58287 -3.90059
*
```

---

Here is a 6-piece molecular cluster, C15H35N3O8 overall from OMol25. Energies are from the ωB97M-V functional and the def2-TZVPD basis.

Results
<S²>	0.773
orbital gap (spin up / spin down)	6.62 / 1.87	eV

```
! RIJCOSX wB97M-V def2-TZVPD def2/J DEFGRID3
* xyz 1 2
C 0.85036 -0.70200 0.25777
O -0.05337 -1.57315 -0.44810
H 1.62186 -0.39491 -0.44831
H 0.23694 0.11181 0.64447
H 1.34727 -1.17572 1.10439
H -0.84385 -1.78115 0.05537
C -2.93770 -2.55116 2.25477
O -1.65674 -1.92677 1.91553
H -3.31428 -3.22074 1.48150
H -2.88305 -3.03736 3.22879
H -3.64198 -1.72308 2.33452
H -1.00624 -2.17400 2.57683
C -2.59668 1.05188 -4.68027
C -2.41674 1.08722 -3.14737
C -0.99300 0.95196 -2.73586
O -0.80650 2.04082 -1.89941
C -1.87067 2.84920 -1.93409
O -2.03094 3.80734 -1.17547
O -2.84868 2.38519 -2.75421
H -3.63995 1.17900 -4.96927
H -2.20598 0.08395 -4.99421
H -2.06386 1.87374 -5.15855
H -2.98953 0.29268 -2.66909
H -0.24265 1.03825 -3.52173
H -0.92851 -0.04387 -2.29738
C 1.25898 -3.40445 3.52175
O 0.18507 -2.79601 3.59832
N 1.63018 -4.25012 2.53603
C 2.86375 -5.04046 2.67978
C 0.92858 -4.38015 1.27930
H 2.04954 -3.29617 4.28034
H 3.56370 -5.05065 1.84428
H 2.44547 -6.02823 2.87329
H 3.42897 -4.86591 3.59529
H -0.11319 -4.06943 1.35849
H 1.53266 -3.85549 0.53909
H 0.98823 -5.43616 1.01585
C 2.84899 3.06873 -1.89014
O 3.38126 4.15575 -1.71445
N 3.25077 2.13227 -2.89485
C 4.51674 2.33681 -3.64151
C 2.62714 0.88651 -3.15617
H 1.96533 2.64076 -1.39197
H 5.00929 3.28039 -3.40664
H 4.24472 2.25611 -4.69393
H 5.31338 1.64423 -3.36984
H 1.78951 0.78000 -2.46687
H 2.27432 0.95790 -4.18501
H 3.36680 0.08957 -3.07942
C -2.62204 2.32931 4.20304
O -3.58262 2.91571 4.59562
N -1.99090 2.52168 3.02164
C -1.08188 1.50797 2.50243
C -2.35834 3.60696 2.10425
H -2.16579 1.52126 4.79557
H -1.33606 0.95852 1.59601
H -0.83682 0.71159 3.20516
H -0.16053 1.99180 2.17821
H -1.54038 3.78484 1.40609
H -3.23809 3.40829 1.49215
H -2.52227 4.53717 2.64824
*
```